(1)
{"formula": "C17H19NO4", "method": "ωB97M-V with the def2-TZVPD basis set", "energy_ev": -27618.79377, "homo_ha": -0.3093, "largest_force_ev_per_a": 0.6, "de_lowest_kj_mol": 67.4, "mol_weight_g_mol": 301.34, "total_charge": 0, "smiles": "CCOC(=O)c1ccc2[nH]c(C)c(CCC(C)=O)c(=O)c2c1", "species": ["C", "C", "H", "H", "O", "C", "O", "C", "C", "C", "C", "N", "C", "C", "C", "O", "C", "H", "H", "C", "C", "O", "C", "H", "H", "H", "H", "H", "C", "H", "H", "H", "H", "C", "C", "H", "H", "H", "H", "H", "H"], "positions_angstrom": [[-6.87567, -0.99615, 0.85679], [-6.29894, -0.76613, -0.53295], [-6.96002, -0.13966, -1.13592], [-6.13205, -1.72510, -1.03467], [-5.06428, -0.05362, -0.47610], [-3.96159, -0.77753, -0.22206], [-3.97110, -1.97371, -0.06661], [-2.74084, 0.06056, -0.17029], [-1.52043, -0.55275, 0.05898], [-0.34509, 0.19218, 0.11626], [-0.41103, 1.58288, -0.06309], [0.73758, 2.31532, -0.01231], [1.96976, 1.76463, 0.21429], [2.10487, 0.42916, 0.41442], [0.94854, -0.46578, 0.35822], [1.04941, -1.67716, 0.50059], [3.42411, -0.24537, 0.65780], [4.08132, 0.36271, 1.28029], [3.21521, -1.17990, 1.18215], [4.12476, -0.57176, -0.67508], [5.44780, -1.24030, -0.37239], [6.46133, -0.60719, -0.20946], [5.38146, -2.73819, -0.26197], [5.28952, -3.15432, -1.26435], [4.50300, -3.03773, 0.30376], [6.28338, -3.13007, 0.20066], [4.30479, 0.35302, -1.22605], [3.48242, -1.22901, -1.26017], [3.08769, 2.76024, 0.20703], [4.04133, 2.29619, 0.42812], [3.15660, 3.23270, -0.77314], [2.90034, 3.53991, 0.94557], [0.67584, 3.31474, -0.14982], [-1.64705, 2.20058, -0.29450], [-2.79471, 1.44997, -0.34688], [-3.74781, 1.92171, -0.52510], [-1.68513, 3.27224, -0.43105], [-1.46693, -1.62255, 0.19629], [-7.84186, -1.48550, 0.77382], [-6.99925, -0.04837, 1.37566], [-6.20734, -1.63085, 1.43328]], "mulliken_charge": [-1.108, -0.255, 0.304, 0.319, -0.356, 0.510, -0.617, 0.198, -0.776, 0.359, 0.656, -0.043, 0.954, -0.069, 1.010, -0.763, -1.675, 0.412, 0.452, -0.242, 0.634, -0.577, -1.248, 0.324, 0.338, 0.358, 0.368, 0.298, -1.920, 0.380, 0.366, 0.473, 0.225, -0.990, -0.694, 0.496, 0.336, 0.573, 0.379, 0.296, 0.315]}

=====

(2)
{"formula": "C4H10I2N", "method": "ωB97M-V with the def2-TZVPD basis set", "energy_ev": -21991.39371, "homo_ha": [-0.4276, -0.4278], "largest_force_ev_per_a": 1.6, "de_lowest_kj_mol": 238.4, "mol_weight_g_mol": 325.94, "total_charge": 1, "species": ["C", "C", "C", "C", "N", "I", "I", "H", "H", "H", "H", "H", "H", "H", "H", "H", "H"], "positions_angstrom": [[0.82108, 1.42747, 0.25159], [1.36685, -0.97590, 0.42694], [0.22089, -0.10495, -1.55038], [-2.59550, -0.30792, 1.16351], [0.68778, 0.09043, -0.22190], [-2.23694, -2.29567, 0.86208], [-3.22916, 0.99424, -0.27710], [0.96916, 1.43403, 1.32981], [1.67363, 1.94110, -0.21050], [-0.07520, 2.00151, 0.00305], [0.76538, -1.89049, 0.37251], [2.32866, -1.19853, -0.05273], [1.55380, -0.73261, 1.47087], [0.92541, 0.27873, -2.29809], [0.05870, -1.16381, -1.74137], [-0.71865, 0.43980, -1.70027], [-2.51589, 0.06257, 2.17200]], "mulliken_charge": [-0.872, -0.867, -0.846, -0.495, 0.296, 0.423, 0.417, 0.275, 0.327, 0.268, 0.233, 0.334, 0.278, 0.328, 0.311, 0.139, 0.452]}

=====

(3)
{"formula": "C25H48N2O12PS", "method": "ωB97M-V with the def2-TZVPD basis set", "energy_ev": -74375.63642, "s2": 2.01, "multiplicity": 3, "homo_ha": [-0.1752, -0.1752], "largest_force_ev_per_a": 5.1, "mol_weight_g_mol": 631.70, "total_charge": -1, "species": ["C", "O", "C", "C", "C", "P", "O", "O", "O", "O", "S", "O", "O", "O", "C", "C", "C", "O", "O", "H", "H", "H", "H", "H", "H", "H", "H", "H", "H", "H", "H", "C", "C", "C", "C", "C", "C", "N", "O", "C", "C", "C", "H", "H", "H", "H", "H", "H", "H", "H", "H", "H", "H", "H", "H", "H", "H", "H", "H", "H", "C", "C", "C", "C", "C", "C", "N", "O", "C", "C", "C", "H", "H", "H", "H", "H", "H", "H", "H", "H", "H", "H", "H", "H", "H", "H", "H", "H", "H"], "positions_angstrom": [[-2.77874, -5.21282, 2.26829], [-3.92313, -4.70225, 1.55868], [-3.89990, -3.27257, 1.47823], [-4.46568, -2.54106, 2.75577], [-3.73806, -1.14951, 2.97285], [-1.94720, -1.25884, 3.46457], [-1.58188, 0.06389, 4.05345], [-1.61204, -2.39713, 4.62987], [-0.98475, -1.40830, 2.08741], [-4.54176, -3.24159, 4.00810], [-5.79473, -2.66699, 4.95729], [-6.48163, -3.88793, 5.38418], [-5.44013, -1.95400, 6.16768], [-6.52834, -1.78815, 3.78533], [-5.99296, -2.19234, 2.48748], [-6.93235, -3.42402, 2.11662], [-6.31149, -1.12525, 1.36070], [-6.83684, -1.48572, 0.28640], [-6.07731, 0.14224, 1.52805], [-3.17696, -5.78194, 3.15269], [-2.25171, -5.95285, 1.60971], [-2.08741, -4.38000, 2.55579], [-4.53721, -3.00165, 0.59022], [-2.87196, -2.87433, 1.24844], [-4.27412, -0.57180, 3.77306], [-3.76471, -0.61602, 1.97884], [-1.58855, -3.30739, 4.28124], [-0.58494, -2.29720, 2.05417], [-6.54158, -3.98690, 1.22462], [-7.97242, -3.06631, 1.90071], [-7.03068, -4.15254, 2.97130], [-0.37779, 4.14987, -0.71908], [-0.54764, 2.61882, -0.52680], [0.42454, 1.86102, -1.44894], [0.00956, 1.87385, -2.91816], [-1.43392, 1.40485, -3.07833], [-2.41860, 2.17860, -2.18714], [-1.97183, 2.24324, -0.76612], [-2.17252, 1.05205, -0.22576], [-2.60952, 3.60191, -2.75636], [-3.81554, 1.54436, -2.32426], [-0.11454, 2.37103, 0.93145], [0.00618, 4.41246, -1.70639], [-1.31575, 4.68209, -0.55537], [0.33338, 4.56854, -0.00249], [0.50060, 0.81665, -1.12642], [1.43016, 2.28085, -1.35684], [0.13762, 2.87483, -3.34430], [0.67301, 1.21731, -3.48826], [-1.72705, 1.49803, -4.12870], [-1.47969, 0.33520, -2.84556], [-3.23871, 4.20498, -2.09731], [-3.10018, 3.56475, -3.73173], [-1.67593, 4.13827, -2.91932], [-3.82338, 0.48401, -2.06608], [-4.17273, 1.61513, -3.35400], [-4.54253, 2.05340, -1.68601], [-0.77110, 2.89212, 1.63240], [0.90291, 2.73713, 1.09274], [-0.10254, 1.31239, 1.19560], [6.72538, 0.27045, 0.61477], [5.73425, -0.43581, -0.34838], [6.51049, -1.22605, -1.41774], [7.15211, -0.34300, -2.48520], [6.12556, 0.60804, -3.09287], [5.36840, 1.42804, -2.03617], [4.81251, 0.57698, -0.94364], [3.75928, -0.06626, -1.42865], [6.31242, 2.50271, -1.45329], [4.27426, 2.25213, -2.73922], [4.99192, -1.44577, 0.54711], [7.69206, 0.47404, 0.15217], [6.31630, 1.20631, 0.99729], [6.93957, -0.34370, 1.49266], [5.83556, -1.92950, -1.91864], [7.28471, -1.83448, -0.94170], [7.99237, 0.21814, -2.06389], [7.57578, -0.97379, -3.27105], [6.62967, 1.27800, -3.79582], [5.41793, 0.02132, -3.68917], [5.82895, 3.04759, -0.63882], [6.58427, 3.23343, -2.21827], [7.25484, 2.10388, -1.08260], [3.57911, 1.63031, -3.30725], [4.71513, 2.95298, -3.45072], [3.69638, 2.83448, -2.01598], [4.42483, -0.93648, 1.33025], [5.70376, -2.11643, 1.03420], [4.30695, -2.08398, -0.01352]], "mulliken_charge": [-0.408, -0.403, -1.074, 1.117, -0.586, 0.940, -0.767, -0.556, -0.507, -0.335, 1.134, -0.647, -0.624, -0.396, 1.160, -1.299, 0.010, -0.725, -0.760, 0.248, 0.271, -0.027, 0.502, 0.311, 0.543, 0.299, 0.365, 0.312, 0.235, 0.403, 0.301, -2.049, 2.236, -0.777, -0.517, -1.466, 1.788, 0.259, -0.430, -1.804, -1.887, -1.907, 0.347, 0.373, 0.481, 0.355, -0.111, 0.296, 0.397, 0.412, 0.346, 0.375, 0.439, 0.337, 0.344, 0.419, 0.490, 0.500, 0.458, 0.221, -1.824, 1.934, -1.291, -0.502, -1.283, 1.829, 0.430, -0.563, -1.872, -1.919, -1.982, 0.322, 0.342, 0.486, 0.419, 0.331, 0.305, 0.387, 0.377, 0.360, 0.369, 0.449, 0.367, 0.325, 0.481, 0.457, 0.479, 0.468, 0.354]}

=====

(4)
{"formula": "C21H26ClN7PtSe4", "method": "ωB97M-V with the def2-TZVPD basis set", "energy_ev": -309784.09880, "s2": 2.04, "multiplicity": 3, "homo_ha": [-0.1763, -0.2715], "largest_force_ev_per_a": 1.1, "mol_weight_g_mol": 922.86, "total_charge": 0, "species": ["Pt", "Se", "Se", "Se", "Se", "C", "C", "N", "C", "C", "C", "C", "C", "C", "C", "C", "N", "C", "N", "H", "H", "H", "H", "H", "H", "H", "H", "H", "Cl", "C", "C", "C", "C", "N", "C", "H", "H", "H", "H", "C", "N", "C", "C", "N", "N", "C", "C", "H", "H", "H", "H", "H", "H", "H", "H", "H", "H", "H", "H", "H"], "positions_angstrom": [[0.12173, -0.14178, -0.01385], [-0.51088, -0.34588, -3.14892], [1.42220, -1.21720, -3.80490], [2.04102, -2.69286, -2.09189], [2.26977, -1.29219, -0.25950], [-2.45448, 2.95525, 1.53067], [-1.65330, 2.20622, 0.68868], [-1.31222, 0.93663, 1.01661], [-1.69766, 0.43093, 2.17768], [-2.44002, 1.15218, 3.14117], [-2.85587, 2.43857, 2.74466], [-2.76571, 0.56489, 4.39258], [-2.00010, -0.34886, 5.11064], [-0.61954, -0.63863, 5.02044], [-0.05511, -1.67384, 5.82099], [1.28707, -1.89386, 5.77480], [2.12899, -1.17348, 4.99641], [1.51869, -0.24033, 4.28111], [0.23385, 0.07874, 4.21841], [-2.74360, 3.95335, 1.22968], [-1.31672, 2.57382, -0.26866], [-1.41344, -0.58877, 2.38256], [-3.45165, 3.03505, 3.42454], [-3.71869, 0.86046, 4.82104], [-2.49667, -0.83865, 5.94301], [-0.69230, -2.27635, 6.45714], [1.74260, -2.67156, 6.37863], [2.18003, 0.34769, 3.64569], [2.67219, 4.05629, -2.74832], [2.35029, 3.27922, -1.24147], [2.93000, 3.72923, -0.06855], [2.63148, 3.06256, 1.10584], [1.78072, 1.97431, 1.06995], [1.23157, 1.55233, -0.07651], [1.50068, 2.18922, -1.21824], [3.59238, 4.58356, -0.08147], [3.04824, 3.37886, 2.05094], [1.50377, 1.42535, 1.96077], [1.02764, 1.82131, -2.11850], [-2.01924, -3.42113, 3.02847], [-1.16397, -3.10166, 1.89206], [0.25134, -2.96234, 2.19622], [-1.67251, -2.65688, 0.72661], [-1.08106, -1.78428, -0.04592], [-2.90531, -3.16756, 0.36937], [-3.66423, -2.49497, -0.66606], [-3.08345, -4.61419, 0.38432], [-1.80142, -2.73085, 3.84557], [-1.83291, -4.44140, 3.37240], [-3.06486, -3.31753, 2.75506], [0.54583, -3.79528, 2.83573], [0.47036, -2.02879, 2.71945], [0.82789, -2.99280, 1.27864], [-1.50214, -1.75837, -0.96627], [-3.30119, -2.72787, -1.67622], [-3.63552, -1.41738, -0.51380], [-4.70132, -2.82276, -0.60028], [-2.39461, -5.07131, 1.08726], [-2.89647, -5.03610, -0.60932], [-4.10355, -4.86222, 0.68062]], "mulliken_charge": [0.365, -0.177, 0.026, -0.149, -0.354, -0.759, -0.275, -0.360, -0.016, 0.408, -0.730, -1.211, -0.461, 0.880, -0.615, -0.294, -0.697, -0.094, -0.360, 0.416, 0.479, 0.240, 0.460, 0.359, 0.347, 0.393, 0.408, 0.347, -0.217, 0.017, -0.351, -0.669, 0.242, 0.117, -0.073, 0.440, 0.468, 0.058, 0.295, -0.871, 0.258, -0.904, 0.697, 0.040, 0.116, -1.158, -1.164, 0.039, 0.370, 0.356, 0.402, 0.260, 0.276, 0.304, 0.380, 0.318, 0.316, 0.365, 0.364, 0.335]}